[1]
2 unconnected molecules or ions with the total composition C3H10N2O2 at a distorted geometry, computed with ωB97M-V/def2-TZVPD.

Element x y z (Å)
H  -1.02  2.33  3.37
H  0.81  -2.56  -1.18
H  -1.43  -0.80  -2.30
H  0.33  -0.51  -2.43
H  -0.36  -2.87  -2.48
H  -0.98  -2.76  -0.80
C  0.55  0.46  0.07
H  -0.77  1.67  1.97
N  -0.54  -0.10  -0.55
H  2.55  0.29  0.02
C  -0.22  -2.40  -1.51
O  -1.36  1.71  2.74
H  -1.42  0.15  -0.12
H  1.75  -1.27  0.12
N  1.73  -0.28  -0.06
C  -0.47  -0.90  -1.81
O  0.52  1.51  0.67

Computed properties:
energy above the lowest of the compared OMol25 structures with the same formula, charge and spin: 10.7 kcal/mol
F_max: 0.043 hartree/bohr
SMILES: CCNC(N)=O.O
LUMO: 0.8 eV
electronic energy: -10349.024 eV
gap between HOMO and LUMO: 10.503 eV

---

[2]
A molecular structure, C3H10N2O2 at a distorted geometry, computed with ωB97M-V/def2-TZVPD.

Element x y z (Å)
H  0.28  -0.71  1.61
H  3.58  -0.54  -0.47
H  -2.99  -0.45  1.55
C  -1.64  0.01  0.28
N  -2.01  -0.59  1.39
H  0.96  -1.25  -1.54
H  -0.71  -0.81  -1.94
O  2.63  -0.48  -0.53
N  0.69  0.04  1.06
H  -0.33  -2.00  -0.70
H  0.52  3.19  0.54
O  -2.24  0.70  -0.53
C  -0.17  0.09  -0.13
C  0.03  -1.03  -1.09
H  -0.20  2.96  0.31
H  1.67  -0.15  0.82
H  -0.05  1.03  -0.62

Computed properties:
energy above the lowest of the compared OMol25 structures with the same formula, charge and spin: 217.3 kcal/mol
F_max: 0.092 hartree/bohr
LUMO: -5.1 eV
electronic energy: -10340.064 eV
gap between HOMO and LUMO: 4.461 eV

---

[3]
2 unconnected molecules or ions with the total composition C3H10N2O2 at a distorted geometry, computed with ωB97M-V/def2-TZVPD.

Element x y z (Å)
C  1.06  -0.82  0.21
H  -0.29  -0.77  -2.18
H  0.59  2.12  1.36
H  -0.72  -1.79  0.62
H  -1.68  0.73  -0.62
H  -0.22  0.24  1.19
C  -0.16  -1.65  -0.22
H  -2.46  1.77  0.25
H  -1.57  -1.69  -1.64
N  -0.87  -0.96  -1.34
H  1.46  1.80  0.04
N  0.79  0.12  1.06
H  2.28  1.48  1.64
H  0.19  -2.76  -0.47
O  -1.91  1.69  -0.52
O  2.13  -0.96  -0.34
C  1.38  1.44  0.96

Computed properties:
energy above the lowest of the compared OMol25 structures with the same formula, charge and spin: 40.8 kcal/mol
F_max: 0.112 hartree/bohr
SMILES: CNC(=O)CN.O
LUMO: 0.6 eV
electronic energy: -10347.717 eV
gap between HOMO and LUMO: 10.305 eV

---

[4]
2 unconnected molecules or ions with the total composition C3H10N2O2 at a distorted geometry, computed with ωB97M-V/def2-TZVPD.

Element x y z (Å)
C  1.39  -1.21  -1.15
H  -3.49  -0.39  2.16
H  -0.97  1.71  1.03
O  -3.33  0.37  1.58
H  2.43  0.35  0.17
H  -0.39  -1.29  -1.55
H  2.46  -1.37  -1.58
H  1.06  -2.06  -0.60
N  1.51  -0.06  -0.18
N  0.40  -1.08  -2.16
H  -2.39  0.21  1.44
H  0.05  1.77  -0.35
C  0.47  0.16  0.65
H  0.26  -0.14  -2.67
C  0.09  1.60  0.75
O  -0.35  -0.69  1.08
H  0.81  2.12  1.37

Computed properties:
energy above the lowest of the compared OMol25 structures with the same formula, charge and spin: 49.0 kcal/mol
F_max: 0.084 hartree/bohr
SMILES: CC(=O)NCN.O
LUMO: 0.7 eV
electronic energy: -10347.362 eV
gap between HOMO and LUMO: 10.565 eV